Record 1
One molecule with the formula C5H6N2S in a non-equilibrium geometry, computed with ωB97M-V/def2-TZVPD.

Its SMILES is C=Cn1cncc1S. The calculation puts the lowest unoccupied orbital energy at 0.023 hartree. The HOMO energy comes out at -9.00 eV.

The geometry in XYZ format:
```
14
Properties=species:S:1:pos:R:3:forces:R:3
C 2.63356 -1.21637 0.18534 -0.753 -0.868 -0.675
C 1.35521 -1.10825 -0.18735 0.834 0.831 0.453
N 0.59875 0.08946 -0.09233 0.613 -0.188 0.031
C 1.07912 1.36494 -0.07727 0.000 0.245 -0.021
N 0.12786 2.25610 0.02123 -0.176 -0.076 -0.081
C -1.04089 1.53798 0.07174 -0.012 -0.121 0.063
C -0.77576 0.19512 0.01468 -0.425 0.117 -0.037
S -1.87961 -1.16393 -0.04650 0.117 -0.113 0.520
H 3.18136 -0.39897 0.60294 0.240 0.268 0.251
H 3.14531 -2.17431 0.00914 -0.251 0.641 0.174
H 0.80528 -1.90820 -0.61675 -0.353 -0.615 -0.201
H 2.12724 1.61240 -0.18371 -0.110 -0.224 0.053
H -2.01747 2.00785 0.13459 0.294 -0.109 0.027
H -1.76175 -1.57530 1.25265 -0.018 0.212 -0.557
```
Forces are in eV/Å.

Atomic partial charges in e from the Mulliken method, atoms 1 to 6: -0.835, 0.132, 0.135, 0.005, -0.619, -0.289

Record 2
One molecule with the formula C3H4N2O in a non-equilibrium geometry, computed with ωB97M-V/def2-TZVPD.

The calculation puts the lowest unoccupied orbital energy at 0.018 hartree. The HOMO energy comes out at -9.32 eV.

The geometry in XYZ format:
```
10
Properties=species:S:1:pos:R:3:forces:R:3
N -0.46941 -1.65512 -0.12006 0.020 0.353 0.253
C -0.45033 -0.26939 0.01931 2.703 1.311 -0.436
C -1.14980 0.81282 0.22020 2.320 1.298 -0.349
O 0.15926 2.21490 0.06583 -2.081 -2.177 0.240
N 1.23335 1.58520 -0.19033 0.703 -0.250 -0.154
C 1.25139 0.33464 -0.28273 -2.251 -0.529 0.363
H 0.43943 -2.04034 0.10001 -0.223 -0.101 -0.126
H -1.20280 -2.21077 0.30473 -0.067 0.512 -0.038
H -1.97641 1.47335 0.41724 -0.075 -0.666 -0.027
H 2.16534 -0.24529 -0.53419 -1.049 0.247 0.271
```
Forces are in eV/Å.

Atomic partial charges in e from the Mulliken method, atoms 1 to 6: -0.497, 0.283, -0.356, -0.356, -0.151, -0.113

Record 3
A 2-piece molecular cluster, C2H5IOS overall in a non-equilibrium geometry, computed with ωB97M-V/def2-TZVPD.

Its SMILES is C=C.OSI. The calculation puts the lowest unoccupied orbital energy at -0.026 hartree. The HOMO energy comes out at -8.91 eV.

The geometry in XYZ format:
```
10
Properties=species:S:1:pos:R:3:forces:R:3
C 2.40702 0.54721 0.30792 1.372 -2.683 1.938
C 1.47101 1.48827 0.32224 1.312 -1.108 1.376
H 2.78509 0.03850 1.30519 -0.959 1.430 -1.743
H 2.88757 -0.06018 -0.49807 -0.760 1.315 0.041
H 1.14620 1.89860 -0.59302 -0.740 0.689 -0.591
H 1.15546 1.77440 1.34058 -0.242 0.354 -1.026
O -2.60527 -2.46703 -0.69921 -0.373 0.491 -0.237
S -2.19604 -0.82883 -0.71999 -0.613 -1.159 -0.206
I -3.79690 0.38787 0.62074 0.216 -0.425 -0.252
H -3.25414 -2.77881 -1.38639 0.787 1.095 0.701
```
Forces are in eV/Å.

Atomic partial charges in e from the Mulliken method, atoms 1 to 6: -0.459, -0.399, 0.149, 0.238, 0.274, 0.200

Record 4
One molecule with the formula C21H22BNO in a non-equilibrium geometry, computed with ωB97M-V/def2-TZVPD.

Its SMILES is CNC[C@@H](OB(c1ccccc1)c1ccccc1)c1ccccc1. The calculation puts the lowest unoccupied orbital energy at 0.025 hartree. The HOMO energy comes out at -8.51 eV.

The geometry in XYZ format:
```
46
Properties=species:S:1:pos:R:3:forces:R:3
C 3.50333 2.08079 1.95320 -0.344 0.134 -0.225
N 2.18173 1.84194 2.52628 0.202 -0.945 0.631
C 0.96847 2.16216 1.77722 0.592 0.797 0.109
C 0.49786 0.98684 0.95047 0.009 -0.279 0.917
O -0.74501 1.24210 0.32658 -0.962 -0.510 -0.336
B -1.57599 0.15932 0.05743 0.347 0.272 -0.225
C -1.26917 -1.25430 0.72502 0.031 1.307 -0.639
C -0.42321 -2.17142 0.11553 0.037 0.118 -0.702
C 0.12419 -3.19535 0.85191 -0.247 -0.368 0.228
C -0.21779 -3.34500 2.19170 0.105 0.534 -0.486
C -1.08979 -2.45543 2.78618 -0.507 -0.083 -0.465
C -1.62349 -1.40753 2.05022 0.646 -0.260 0.045
C -2.68699 0.37560 -1.01431 1.309 -1.966 0.267
C -3.19171 1.60129 -1.33402 0.086 1.100 0.958
C -4.00709 1.75533 -2.40782 -1.082 0.523 -0.919
C -4.30505 0.65116 -3.18941 -0.908 0.045 -0.286
C -3.88408 -0.61579 -2.85719 1.099 0.119 0.240
C -2.98675 -0.75170 -1.80151 -0.795 0.273 0.329
C 1.51389 0.58203 -0.06486 0.172 -0.161 -0.179
C 2.39460 -0.46082 0.17475 0.173 -0.415 1.154
C 3.23368 -0.97275 -0.78778 -0.558 0.291 -0.242
C 3.17916 -0.41538 -2.03701 0.455 0.726 -0.412
C 2.35077 0.66303 -2.27658 -0.396 0.161 -0.738
C 1.51996 1.18974 -1.30675 -0.329 -0.930 -0.103
H 3.60445 3.08701 1.55896 -0.334 0.226 -0.123
H 3.70525 1.38314 1.14950 0.513 -0.038 -0.245
H 4.27190 2.01988 2.71918 -0.030 -0.297 0.184
H 2.13434 0.84041 2.78808 0.034 0.953 0.014
H 1.16110 3.04015 1.13413 -0.110 -0.303 0.202
H 0.23344 2.45034 2.53071 -0.381 -0.025 -0.290
H 0.32348 0.15027 1.63621 0.426 0.061 0.084
H -0.15845 -2.04536 -0.94450 -0.023 -0.067 0.507
H 0.78208 -3.90279 0.38359 0.297 -0.181 -0.104
H 0.24495 -4.10572 2.76839 0.186 -0.702 0.426
H -1.43227 -2.62403 3.77627 0.028 0.003 0.907
H -2.18707 -0.61878 2.50702 -0.494 0.056 0.417
H -2.95987 2.41866 -0.65965 -0.017 0.182 -0.216
H -4.51735 2.69825 -2.62464 0.450 -0.192 0.001
H -4.97365 0.76116 -4.02939 -0.100 0.111 -0.137
H -4.18386 -1.46111 -3.43981 -0.102 -0.357 -0.280
H -2.59770 -1.73062 -1.53191 -0.051 0.174 -0.021
H 2.46338 -0.89993 1.17003 -0.385 -0.015 -0.108
H 3.81527 -1.84882 -0.64199 0.585 -0.463 0.468
H 3.84999 -0.72952 -2.81237 0.027 -0.391 -0.362
H 2.23498 1.00031 -3.29380 0.239 0.331 -0.163
H 0.72411 1.87122 -1.55325 0.109 0.449 -0.084
```
Forces are in eV/Å.

Atomic partial charges in e from the Mulliken method, atoms 1 to 6: -0.607, -0.361, -1.204, -0.255, -0.532, 0.641

Record 5
One molecule with the formula C6H12O, computed with ωB97M-V/def2-TZVPD.

Its SMILES is CC[C@@]1(C)C[C@H]1O. The calculation puts the lowest unoccupied orbital energy at 0.032 hartree. The HOMO energy comes out at -9.31 eV.

The geometry in XYZ format:
```
19
Properties=species:S:1:pos:R:3:forces:R:3
C -2.05848 -0.48620 -0.23727 0.041 -0.045 -0.052
C -1.03188 0.54441 0.24444 -0.010 0.092 0.076
C 0.44343 0.35869 -0.14415 -0.062 -0.032 0.036
C 0.65763 0.09318 -1.62963 0.114 0.174 0.018
C 1.31589 1.08336 0.96037 -0.080 0.037 -0.135
C 1.28336 -0.39820 0.81573 0.136 0.066 -0.231
O 0.74923 -1.32307 1.71311 0.098 -0.200 0.229
H -1.83406 -1.49085 0.13789 0.028 0.131 -0.080
H -2.14720 -0.53232 -1.32812 0.084 0.006 0.153
H -3.04796 -0.20787 0.14748 0.199 -0.072 -0.060
H -1.09135 0.56996 1.33686 -0.011 0.045 -0.132
H -1.34065 1.53570 -0.11414 0.023 -0.093 0.067
H -0.01145 -0.72677 -1.94191 0.197 0.261 0.194
H 0.42151 0.94585 -2.27247 0.074 0.030 0.087
H 1.67325 -0.25177 -1.85213 -0.064 0.253 0.087
H 0.68640 1.62273 1.66572 0.039 -0.401 -0.020
H 2.30995 1.53947 0.92352 -0.381 -0.087 -0.687
H 2.23615 -0.71088 0.37693 -0.209 -0.226 0.075
H 0.79585 -2.16098 1.23206 -0.215 0.063 0.374
```
Forces are in eV/Å.

Atomic partial charges in e from the Mulliken method, atoms 1 to 6: -1.262, -0.609, 1.189, -1.480, -1.000, -0.247

Record 6
An isolated ion of composition C7H12ClIN3O3 and charge +1 in a non-equilibrium geometry, computed with ωB97M-V/def2-TZVPD.

Its SMILES is C=[N+](C[C@@H](O)CCl)/C(C)=[NH+]\C(I)=[N+]([O-])[O-]. Its net charge is +1. The calculation puts the lowest unoccupied orbital energy (alpha / beta) at -0.186 / -0.186 hartree. The HOMO energy (alpha / beta) comes out at -12.26 / -12.26 eV.

The geometry in XYZ format:
```
27
Properties=species:S:1:pos:R:3:forces:R:3
C 1.40042 -0.58103 1.07656 0.345 1.809 -1.214
N 0.84276 0.35885 0.18123 1.814 -2.386 -1.665
C -0.44083 0.93822 0.53045 -1.735 -1.168 0.818
C -1.62967 -0.07176 0.18225 0.086 1.152 0.294
O -1.35637 -0.35853 -1.15056 -0.537 -1.055 -0.539
C -1.76871 -1.31601 1.06365 0.649 -0.683 -4.320
Cl -0.45917 -2.51899 0.65052 -0.803 -0.364 0.350
C 1.43280 0.57993 -1.04582 2.049 -0.620 1.143
C 0.92442 1.07868 -2.33117 -3.400 3.294 1.677
N 2.81624 0.49611 -1.07203 -1.800 0.030 0.117
C 3.57254 -0.27516 -0.28499 -0.011 0.684 1.972
I 5.42823 0.40772 0.26647 0.179 0.394 0.091
N 3.50710 -1.69709 -0.40279 -2.676 0.477 -2.921
O 4.40874 -2.34495 -0.03791 1.808 -1.672 1.296
O 2.51331 -2.11757 -1.03692 0.359 0.035 0.777
H 1.67940 -1.62486 0.77316 -0.261 1.862 0.334
H 1.08408 -0.28212 2.08938 0.527 -0.752 -0.294
H -0.77805 1.77132 -0.10886 1.139 0.268 0.823
H -0.29715 1.04747 1.63012 -0.794 0.931 -0.757
H -2.60019 0.51831 0.19231 1.042 -0.625 0.484
H -1.19028 -1.31219 -1.16961 0.122 0.007 -0.589
H -1.73508 -1.03981 2.02164 0.150 0.602 3.907
H -2.61347 -1.91739 0.80184 -0.887 0.218 0.132
H 1.16409 0.49316 -3.14559 0.603 -1.664 -1.453
H 1.42157 2.06538 -2.49775 -0.379 -0.456 -0.030
H -0.22958 1.24176 -2.33585 2.272 -0.268 0.028
H 3.27291 1.25129 -1.56645 0.139 -0.050 -0.462
```
Forces are in eV/Å.

Atomic partial charges in e from the Mulliken method, atoms 1 to 6: -0.644, 0.313, -1.017, 0.078, -0.495, -0.822

E_tot readings, ordered: -19096.8898, -8198.5017, -23136.4047, -26348.6163, -8462.6964, -38675.7950 eV